10
Properties=species:S:1:pos:R:3:lowdin_charge:R:1 method="wB97M-V/def2-TZVPD" homo_lumo_gap_ev="9.6 / 6.8" total_energy_ev=-16523.252 homo_energy_ha="-0.60292 / -0.56024" relative_energy_kcal_mol=142.6 charge=+1
C 1.568 -0.234 0.958 -0.16
C -0.615 -0.871 -0.180 -0.45
C 0.367 0.224 0.189 -0.51
C -0.264 1.337 0.816 0.25
N 2.472 -0.653 1.527 0.22
S -2.290 -0.134 0.232 0.98
H -0.622 -1.384 -1.260 0.16
H -0.476 -1.878 0.419 0.15
H 0.838 0.706 -0.722 0.19
H -0.322 2.338 1.442 0.17

=====

13
Properties=species:S:1:pos:R:3:lowdin_charge:R:1 method="wB97M-V/def2-TZVPD" homo_lumo_gap_ev="4.8 / 4.9" total_energy_ev=-49028.915 homo_energy_ha="-0.45887 / -0.45929" charge=+1
C 2.982 -1.847 0.695 0.36
C -2.354 -0.082 -0.527 -1.12
C 2.089 0.129 -0.337 -0.87
C -2.171 0.983 0.500 -0.17
N 2.549 -0.931 0.099 -0.02
S -3.579 -0.624 -1.412 0.79
S 3.727 1.740 -0.716 0.33
S -0.756 -1.013 -0.978 0.53
S 0.762 0.522 -1.203 0.74
H 3.043 -2.605 1.558 0.19
H -1.964 1.882 0.004 0.07
H -1.340 0.616 1.059 0.04
H -2.987 1.230 1.257 0.13

=====

9
Properties=species:S:1:pos:R:3:lowdin_charge:R:1 method="wB97M-V/def2-TZVPD" homo_lumo_gap_ev="6.7 / 6.7" total_energy_ev=-6251.377 homo_energy_ha="-0.30347 / -0.30328" relative_energy_kcal_mol=184.5
C -1.374 -0.319 -0.174 -0.01
C 0.747 0.857 -0.754 0.22
C -2.690 -0.320 -0.229 -0.33
C 1.677 0.416 0.173 -0.25
O -3.724 -0.565 -0.767 0.07
H -0.727 -0.834 0.544 -0.02
H 2.436 -0.238 -0.296 0.12
H 1.392 -0.260 1.035 0.10
H 2.263 1.262 0.467 0.09

=====

9
Properties=species:S:1:pos:R:3:lowdin_charge:R:1 method="wB97M-V/def2-TZVPD" homo_lumo_gap_ev=9.7 total_energy_ev=-6254.406 homo_energy_ha=-0.32727 relative_energy_kcal_mol=114.7
C -1.459 -0.753 0.383 -0.08
C -0.712 -0.083 1.289 -0.02
C 0.321 0.117 0.428 -0.38
C 1.124 0.841 -0.510 0.02
O 1.487 -0.425 0.171 0.11
H -2.312 -1.391 0.549 0.04
H -1.093 -0.800 -0.657 0.06
H 1.558 1.723 -0.060 0.12
H 1.085 0.772 -1.594 0.13

=====

9
Properties=species:S:1:pos:R:3:lowdin_charge:R:1 method="wB97M-V/def2-TZVPD" homo_lumo_gap_ev="8.4 / 7.1" total_energy_ev=-6252.643 homo_energy_ha="-0.29079 / -0.26733" relative_energy_kcal_mol=155.3
C 1.436 0.686 0.179 -0.04
C 1.790 -0.515 -0.301 -0.02
C -1.980 -0.031 0.098 -0.06
C 0.566 -0.461 0.651 -0.08
O -0.831 -0.582 0.043 -0.15
H 1.825 1.613 -0.018 0.05
H 2.225 -1.147 -1.117 0.11
H -2.903 -0.666 0.149 0.08
H -2.128 1.103 0.315 0.10

=====

10
Properties=species:S:1:pos:R:3:lowdin_charge:R:1 method="wB97M-V/def2-TZVPD" homo_lumo_gap_ev=10.1 total_energy_ev=-8303.394 homo_energy_ha=-0.36515 relative_energy_kcal_mol=84.9
C 0.406 -1.348 -1.000 -0.04
O -0.251 -0.069 -1.036 -0.02
C -0.446 0.383 0.199 -0.59
O 0.063 -0.144 1.179 0.03
C -1.196 1.662 0.365 0.04
C -0.470 2.091 1.265 0.20
H 0.721 -1.563 -2.017 0.09
H 1.242 -1.320 -0.301 0.09
H -0.324 -2.079 -0.644 0.10
H 0.256 2.386 1.990 0.09

=====

10
Properties=species:S:1:pos:R:3:lowdin_charge:R:1 method="wB97M-V/def2-TZVPD" homo_lumo_gap_ev="6.9 / 6.9" total_energy_ev=-8302.344 homo_energy_ha="-0.30902 / -0.30894" relative_energy_kcal_mol=109.2
O -0.936 1.970 1.455 0.16
C -0.711 0.960 0.897 -0.34
O -0.532 0.888 -0.820 -0.06
C -0.380 -0.508 -0.602 -0.42
C 1.072 -0.297 -0.741 0.24
C -0.527 -0.408 0.874 -0.02
H -0.947 -1.183 -1.245 0.15
H 1.773 -0.596 0.042 0.10
H 1.468 0.304 -1.555 0.09
H -0.351 -1.107 1.684 0.11

=====

10
Properties=species:S:1:pos:R:3:lowdin_charge:R:1 method="wB97M-V/def2-TZVPD" homo_lumo_gap_ev="7.8 / 7.8" total_energy_ev=-8302.780 homo_energy_ha="-0.29804 / -0.32180" relative_energy_kcal_mol=99.1
C 1.347 0.064 -0.087 -0.23
C 0.397 -0.938 -0.167 -0.09
C 1.449 1.357 0.298 0.15
C -1.822 -0.011 0.110 -0.33
O -0.926 -0.993 0.209 0.02
O -1.611 1.115 -0.229 0.10
H 2.341 -0.383 -0.151 0.10
H 0.744 -1.960 -0.255 0.12
H 0.881 2.172 -0.131 0.02
H -2.801 -0.423 0.402 0.15

=====

10
Properties=species:S:1:pos:R:3:lowdin_charge:R:1 method="wB97M-V/def2-TZVPD" homo_lumo_gap_ev=10.4 total_energy_ev=-8305.004 homo_energy_ha=-0.36508 smiles="O=C[C@H]1CC1=O" relative_energy_kcal_mol=47.8
O -1.423 1.313 -1.399 0.06
C -0.843 1.163 -0.352 -0.27
C -0.601 -0.216 0.154 -0.10
C 0.956 -0.386 -0.183 0.01
C 0.370 -0.900 1.038 -0.37
O 0.460 -1.707 1.916 0.14
H -0.332 2.001 0.159 0.13
H -1.343 -0.906 -0.246 0.15
H 1.315 -0.944 -1.040 0.12
H 1.440 0.585 -0.034 0.12

=====

10
Properties=species:S:1:pos:R:3:lowdin_charge:R:1 method="wB97M-V/def2-TZVPD" homo_lumo_gap_ev=10.2 total_energy_ev=-8302.742 homo_energy_ha=-0.36697 smiles="C#CC(=O)CO" relative_energy_kcal_mol=100.0
C 2.386 1.036 0.975 0.12
C 1.391 0.649 0.379 0.00
C 0.410 -0.116 -0.508 -0.39
O 0.506 -0.650 -1.573 0.13
C -0.953 -0.414 -0.027 -0.33
O -1.755 -0.911 -0.975 -0.10
H 3.160 1.618 1.557 0.07
H -1.201 0.556 0.186 0.09
H -1.055 -1.167 0.862 0.17
H -2.890 -0.601 -0.875 0.26

=====

10
Properties=species:S:1:pos:R:3:lowdin_charge:R:1 method="wB97M-V/def2-TZVPD" homo_lumo_gap_ev="7.7 / 7.5" total_energy_ev=-8299.180 homo_energy_ha="-0.32699 / -0.33920" relative_energy_kcal_mol=182.1
C 0.426 0.507 0.038 0.16
C 1.433 -0.236 -0.567 -0.13
C -0.056 -0.789 0.637 -0.33
C -1.087 -1.217 1.319 0.10
O -0.676 3.142 -1.262 -0.02
O 0.997 -1.402 -0.073 0.00
H 2.318 -0.018 -1.075 0.09
H -0.181 2.863 -2.045 -0.01
H -1.898 -0.578 1.514 0.06
H -1.276 -2.272 1.514 0.08

=====

10
Properties=species:S:1:pos:R:3:lowdin_charge:R:1 method="wB97M-V/def2-TZVPD" homo_lumo_gap_ev="7.2 / 7.2" total_energy_ev=-8302.100 homo_energy_ha="-0.28847 / -0.28848" relative_energy_kcal_mol=114.8
C 2.532 -0.212 0.021 -0.21
C 1.608 -1.053 0.020 0.01
C -0.416 0.624 -0.142 -0.14
C -1.928 0.684 0.059 -0.10
O 3.377 0.578 -0.075 0.21
O 0.113 -0.530 -0.045 -0.08
H 1.513 -2.142 -0.008 0.13
H -2.382 -0.229 -0.114 0.03
H -2.194 1.306 -0.789 0.06
H -2.223 0.974 1.072 0.09